Entry 1:
19
Properties=species:S:1:pos:R:3:forces:R:3 method="wB97M-V/def2-TZVPD" homo_lumo_gap_ha=0.34602 relative_energy_kj_mol=266.3 homo_ev=-8.5 smiles="CN=C=NC.C=NC" lumo_energy_ev=0.878
N 1.86711 -0.32138 0.28410 0.2764 -0.4680 0.3343
N -0.04764 0.91853 0.98253 0.6305 0.2130 -0.2464
N -1.81886 -0.45748 -0.28540 -0.8928 -0.0547 0.0669
C 2.80273 -0.38041 -0.78506 0.3186 0.1013 -0.3212
C -1.73146 -1.50986 0.38504 0.0159 -0.3626 0.0358
C -0.58109 1.87087 1.87589 -0.0812 0.5169 0.2273
C -1.34986 -0.43965 -1.64621 0.1100 -0.0026 -0.2337
C 0.99205 0.44258 0.62294 -0.4923 -0.0751 0.2397
H -1.37246 2.40797 1.35191 -0.0412 0.0771 0.2091
H -1.48000 0.56864 -2.03684 0.1057 -0.0755 -0.1514
H -0.29647 -0.72051 -1.70841 0.0786 0.0081 -0.0390
H -1.92366 -1.13716 -2.26247 0.0046 0.0602 -0.0311
H 2.38368 -0.02622 -1.73322 0.0453 -0.0317 0.0416
H 0.16820 2.58594 2.23553 -0.1277 -0.0605 -0.0088
H 3.10875 -1.42176 -0.89995 0.0774 0.1424 -0.1188
H -1.01974 1.35566 2.73350 -0.0283 0.0954 -0.0122
H -2.10358 -1.50020 1.39982 -0.0800 -0.0545 0.2620
H -1.28787 -2.45127 0.03961 0.0767 0.0447 -0.1603
H 3.69018 0.21570 -0.55333 0.0039 -0.0739 -0.0938

Entry 2:
19
Properties=species:S:1:pos:R:3:forces:R:3 method="wB97M-V/def2-TZVPD" homo_lumo_gap_ha=0.31839 relative_energy_kj_mol=465.6 homo_ev=-8.4 lumo_energy_ev=0.257
N -0.85191 0.27959 -0.14178 0.3122 -0.0321 -0.1291
N 1.40750 -0.67407 -0.38856 -0.1983 0.7046 -1.4251
N -0.83553 -2.14749 0.31578 0.9553 0.7903 -0.3021
C -0.37848 -1.10568 0.00081 -2.1723 -0.1008 0.3780
C 2.41154 -1.09444 0.56427 -0.4839 -0.0181 0.5734
C 1.23970 0.57632 -0.79545 1.9486 -2.0849 0.7145
C -1.27975 0.84046 1.15335 0.0768 -0.2207 -0.1279
C -1.87629 0.47431 -1.18038 -0.0529 -0.3282 0.3056
H 2.31561 -0.48751 1.47903 1.2245 0.4948 -0.3452
H 3.33654 -1.26807 0.00299 0.3408 1.1060 0.5914
H -1.39343 1.92085 1.05360 0.0475 -0.0510 -0.0479
H 1.77949 1.39888 -0.31934 -0.0888 0.0845 0.2031
H -2.84679 0.07463 -0.87969 -0.0474 -0.1084 0.0583
H 2.31841 -2.08323 1.01713 -1.2158 -0.3633 -0.5794
H -1.58091 -0.02906 -2.09964 0.1125 0.1171 0.0134
H 0.99760 0.74596 -1.84305 -0.9500 0.0598 0.3110
H -2.00139 1.54581 -1.34773 0.1600 -0.0493 -0.0454
H -2.22671 0.41616 1.49341 -0.0756 -0.0799 -0.0719
H -0.53521 0.61657 1.91528 0.1070 0.0796 -0.0747

Entry 3:
19
Properties=species:S:1:pos:R:3:forces:R:3 method="wB97M-V/def2-TZVPD" homo_lumo_gap_ha=0.44114 relative_energy_kj_mol=558.9 homo_ev=-19.9 smiles="C1=C[N@H+]2CNC[N@H+]2C1" lumo_energy_ev=-7.931 total_charge=+2
N -0.14251 0.91008 0.05380 -0.9968 0.9251 -0.0671
N -0.98912 -1.12581 -0.64330 -3.2336 1.8514 0.0855
N 0.93158 0.18121 -0.55687 1.1675 1.0119 -1.7930
C 1.24830 -0.06755 1.69542 -1.7729 1.3838 0.1545
C -1.55898 0.15043 -0.39456 0.8701 0.3302 -0.1430
C 1.69816 -0.43071 0.53487 2.6330 -0.8342 -2.8405
C 0.00182 0.91779 1.54240 1.0744 -2.1886 1.0398
C 0.10044 -0.94956 -1.40813 1.8310 -3.1682 -0.6479
H 2.60242 -1.01219 0.04253 -1.8977 0.9990 1.8688
H 0.58744 -2.06610 -1.42745 -0.1690 3.3052 -0.5744
H 0.13108 1.90105 2.00647 0.1713 -0.0865 -0.4571
H -0.92525 0.44412 1.93950 0.8050 0.4116 0.0159
H -0.20094 1.81376 -0.37962 0.2074 0.9924 0.0579
H 1.53095 0.83310 -1.24263 -1.3789 -1.6000 1.8200
H 1.67013 -0.40994 2.60262 0.1080 -0.0675 1.0076
H -0.08963 -0.39316 -2.31198 0.1183 -0.4775 -0.6978
H -2.32217 0.49343 0.36892 0.8832 -1.3373 -0.7236
H -0.83223 -1.69126 0.12493 -0.1735 -1.6812 1.8996
H -1.77187 0.59980 -1.36027 -0.2470 0.2304 -0.0052

Entry 4:
20
Properties=species:S:1:pos:R:3:forces:R:3 method="wB97M-V/def2-TZVPD" homo_lumo_gap_ha=0.34988 relative_energy_kj_mol=59.1 homo_ev=-8.8 smiles="NCC(N)=O.CCC#N" lumo_energy_ev=0.745
O -0.96258 -0.11554 -1.85401 0.5521 -0.0929 0.0116
N 0.45252 -0.00806 1.62402 0.3327 -0.1462 -0.3005
N -1.39373 1.52726 -0.37658 0.0915 0.3153 0.2183
N -2.24504 -0.76355 1.46563 -0.2990 0.5002 0.8802
C -2.37508 -0.71967 0.04288 1.0354 0.3512 -0.6151
C 0.94086 -0.05494 0.58257 0.2435 0.3319 1.1920
C 3.23500 -0.28092 -0.18569 0.0347 -0.0167 -0.0213
C 1.78609 0.00109 -0.58385 0.2946 -0.3263 -0.6983
C -1.40537 0.23496 -0.77763 -2.2494 -0.5285 -0.2398
H -2.43846 0.15444 1.88490 0.1108 -0.6563 -0.1086
H 1.68775 0.98862 -1.04177 -0.0824 -0.1110 0.0105
H 1.42914 -0.73507 -1.30909 0.0002 0.1888 -0.0013
H -2.21918 -1.71656 -0.36920 0.0093 0.0584 -0.0794
H 3.32363 -1.27473 0.24881 0.0194 -0.0030 0.0412
H -1.65724 1.77930 0.56036 0.0797 -0.0301 -0.0502
H 3.58283 0.44825 0.54199 0.0578 0.0112 0.0385
H -0.91532 2.21188 -0.93934 0.0308 -0.0855 0.0447
H 3.87507 -0.23628 -1.06273 0.0422 0.0302 -0.0615
H -3.39266 -0.40958 -0.20943 0.0996 0.0473 -0.1514
H -1.30820 -1.03089 1.75817 -0.4035 0.1620 -0.1095